The following is a DFT calculation (the ωB97M-V functional and the def2-TZVPD basis) of a molecular structure, C5H13ClFeO7.

As for the expectation value of S²: 6.01. The spin multiplicity is 5. As for the LUMO energy (alpha / beta): 0.527 / 0.489 eV. The value obtained for the HOMO-LUMO gap (alpha / beta) is 10.3 / 9.3 eV.

Geometry (Å):
Fe 0.7265 0.0724 -0.7473
O -1.6552 -3.2370 -0.5043
C -1.3957 -1.8636 -0.7889
O -0.2212 -1.5639 -1.2374
O -2.3130 -1.1893 -0.4737
H -0.8098 -3.6555 -0.6461
Cl 2.8066 0.6573 -0.2996
C 0.5801 0.3276 2.5895
C 1.4416 -0.6090 3.3040
O 0.5019 -1.5000 3.9220
O 0.0211 -0.2018 1.3701
H 1.1951 1.1507 2.2290
H -0.1973 0.8390 3.2349
H 2.0735 -0.0644 3.9046
H 2.0102 -1.1424 2.5339
H 0.9623 -2.3044 4.1611
H -0.6444 -0.8837 1.6477
C -0.0747 1.8942 -3.0281
C -1.2962 1.5645 -2.2672
O -0.9661 1.4331 -0.8245
O 0.8034 0.7854 -2.8880
H 0.4042 2.6938 -2.5406
H -0.2738 2.0963 -4.0543
H -1.5435 0.5268 -2.6553
H -2.1462 2.2577 -2.4422
H -1.6642 0.8329 -0.3749
H 1.6750 1.0833 -3.1245